(i)
Density functional theory data (wB97M-V/def2-TZVPD) for a gas-phase ion, C6H15N2 (charge +1).

Its charge is +1. The SMILES is C/C(=C\N)C[C@@H](C)[NH3+].

Each atom is followed by the atoms it is bonded to, with distances in Å.
Element x y z (Å)
1 C -0.108 -2.045 1.109  C2 1.503, H9 1.075, H10 1.082, H11 1.067
2 C 0.600 -0.929 0.393  C1 1.503, C3 1.371, C5 1.504
3 C 1.842 -0.433 0.697  C2 1.371, N4 1.390, H12 1.106
4 N 2.393 -0.532 1.970  C3 1.390, H13 0.979, H14 0.988
5 C -0.008 -0.555 -0.931  C2 1.504, C6 1.518, H15 1.146, H16 1.142
6 C -0.504 0.864 -1.142  C5 1.518, C7 1.502, N8 1.635, H17 1.214
7 C -1.774 1.298 -1.816  C6 1.502, H18 1.111, H19 1.185, H20 1.166
8 N -0.767 1.652 0.266  C6 1.635, H21 1.017, H22 1.034, H23 1.065
9 H 0.123 -2.017 2.158  C1 1.075
10 H -1.188 -2.006 1.051  C1 1.082
11 H 0.233 -2.876 0.534  C1 1.067
12 H 2.481 0.140 0.000  C3 1.106
13 H 3.351 -0.341 2.044  N4 0.979
14 H 1.870 -0.847 2.746  N4 0.988
15 H -0.772 -1.389 -1.118  C5 1.146
16 H 0.607 -0.872 -1.839  C5 1.142
17 H 0.382 1.480 -1.699  C6 1.214
18 H -1.855 2.406 -1.796  C7 1.111
19 H -2.665 0.724 -1.284  C7 1.185
20 H -1.712 0.956 -2.929  C7 1.166
21 H 0.092 1.602 0.807  N8 1.017
22 H -1.483 1.100 0.767  N8 1.034
23 H -1.137 2.618 0.014  N8 1.065

***

(ii)
Density functional theory data (wB97M-V/def2-TZVPD) for a gas-phase ion, C6H15N2 (charge +1).

Its charge is +1. The SMILES is C=CCCNCC[NH3+].

Each atom is followed by the atoms it is bonded to, with distances in Å.
Element x y z (Å)
1 C -2.963 -1.833 -0.151  C2 1.336, H9 1.064, H10 1.105
2 C -2.772 -0.624 0.382  C1 1.336, C3 1.472, H11 1.106
3 C -1.586 0.167 0.015  C2 1.472, C4 1.588, H12 1.088, H13 1.067
4 C -0.483 -0.051 1.136  C3 1.588, N5 1.429, H14 1.141, H15 1.139
5 N 0.660 0.757 0.848  C4 1.429, C6 1.462, H16 0.998
6 C 1.902 0.015 0.639  N5 1.462, C7 1.551, H17 1.128, H18 1.094
7 C 2.063 -0.066 -0.901  C6 1.551, N8 1.488, H19 1.096, H20 1.090
8 N 2.199 1.267 -1.547  C7 1.488, H21 1.025, H22 1.031, H23 1.037
9 H -3.730 -2.525 0.109  C1 1.064
10 H -2.254 -2.335 -0.833  C1 1.105
11 H -3.572 -0.155 0.983  C2 1.106
12 H -1.743 1.239 -0.084  C3 1.088
13 H -1.143 -0.118 -0.913  C3 1.067
14 H -0.261 -1.170 1.149  C4 1.141
15 H -0.943 0.193 2.149  C4 1.139
16 H 0.825 1.705 1.112  N5 0.998
17 H 2.790 0.513 1.124  C6 1.128
18 H 2.023 -1.033 0.929  C6 1.094
19 H 1.171 -0.609 -1.236  C7 1.096
20 H 2.938 -0.654 -1.179  C7 1.090
21 H 1.349 1.586 -2.022  N8 1.025
22 H 3.044 1.260 -2.138  N8 1.031
23 H 2.487 1.993 -0.866  N8 1.037

***

Top of the stability list: (i), leading by 23.9 kJ/mol.

***

(i)
Density functional theory data (wB97M-V/def2-TZVPD) for 2 unconnected molecules or ions with the total composition C6H15N2.

Its charge is +1.

Each atom is followed by the atoms it is bonded to, with distances in Å.
Element x y z (Å)
1 C 2.123 0.248 0.296  N8 1.291, H9 1.028
2 C -2.143 0.026 -0.835  C6 1.502, H10 1.073, H11 1.066, H12 1.096
3 C -1.123 0.226 1.425  C6 1.524, H13 1.040, H14 1.075, H15 1.061
4 C -0.349 1.631 -0.390  C6 1.493, H16 1.126, H17 1.216, H18 1.163
5 C 0.087 -2.064 -0.168  N7 1.471, H19 1.098, H20 1.123, H21 1.052
6 C -0.869 0.267 -0.077  C2 1.502, C3 1.524, C4 1.493, N7 1.407
7 N 0.069 -0.653 -0.580  C5 1.471, C6 1.407
8 N 3.213 0.165 -0.392  C1 1.291, H22 1.098, H23 1.037
9 H 2.390 0.362 1.282  C1 1.028
10 H -2.765 0.781 -0.392  C2 1.073
11 H -2.111 0.206 -1.885  C2 1.066
12 H -2.447 -1.007 -0.633  C2 1.096
13 H -1.486 -0.619 1.911  C3 1.040
14 H -1.712 1.122 1.493  C3 1.075
15 H -0.166 0.423 1.839  C3 1.061
16 H -0.851 2.411 0.248  C4 1.126
17 H 0.814 1.744 -0.052  C4 1.216
18 H -0.291 1.863 -1.528  C4 1.163
19 H 0.787 -2.597 -0.827  C5 1.098
20 H 0.383 -2.280 0.894  C5 1.123
21 H -0.854 -2.454 -0.430  C5 1.052
22 H 4.125 0.193 0.218  N8 1.098
23 H 3.177 0.005 -1.416  N8 1.037

***

(ii)
Density functional theory data (wB97M-V/def2-TZVPD) for 2 unconnected molecules or ions with the total composition C6H15N2.

Its charge is +1.

Each atom is followed by the atoms it is bonded to, with distances in Å.
Element x y z (Å)
1 C -0.422 -0.782 -2.098  N7 1.332, N8 1.309, H9 1.078
2 C 0.742 2.026 1.141  C6 1.548, H10 1.001, H11 1.054, H12 1.127
3 C -0.344 -0.337 1.752  C6 1.335, H14 1.019, H15 1.129
4 C 1.964 -0.212 1.285  C6 1.529, H16 1.147, H17 1.062, H18 1.069
5 C -2.254 0.317 -1.072  N8 1.481, H13 1.065, H19 1.048, H20 1.163
6 C 0.609 0.495 1.327  C2 1.548, C3 1.335, C4 1.529
7 N 0.532 -1.710 -2.059  C1 1.332, H21 1.031, H22 0.993
8 N -0.902 -0.284 -0.986  C1 1.309, C5 1.481, H23 1.140
9 H -0.628 -0.478 -3.112  C1 1.078
10 H 1.398 2.356 1.822  C2 1.001
11 H 0.927 2.150 0.111  C2 1.054
12 H -0.302 2.418 1.299  C2 1.127
13 H -2.139 1.207 -1.645  C5 1.065
14 H -0.124 -1.316 1.929  C3 1.019
15 H -1.331 0.009 2.176  C3 1.129
16 H 2.253 -0.325 0.181  C4 1.147
17 H 1.778 -1.203 1.622  C4 1.062
18 H 2.784 0.205 1.829  C4 1.069
19 H -3.038 -0.314 -1.366  C5 1.048
20 H -2.575 0.619 0.004  C5 1.163
21 H 0.684 -2.193 -2.958  N7 1.031
22 H 0.812 -2.134 -1.205  N7 0.993
23 H -0.424 -0.513 0.022  N8 1.140

***

Top of the stability list: (ii), leading by 367.0 kJ/mol.

***

(i)
Density functional theory data (wB97M-V/def2-TZVPD) for 2 unconnected molecules or ions with the total composition C6H15N2.

Its charge is +1.

Each atom is followed by the atoms it is bonded to, with distances in Å.
Element x y z (Å)
1 N -0.277 -1.868 0.810  C2 1.498, H5 1.019, H6 1.019
2 C -1.652 -1.395 1.171  N1 1.498, C4 1.501, H7 1.089, H8 1.089
3 C -2.122 1.014 0.900  C4 1.320, H9 1.084, H10 1.082
4 C -1.686 0.025 1.659  C2 1.501, C3 1.320, H11 1.085
5 H -0.393 -2.776 0.363  N1 1.019
6 H 0.234 -2.078 1.665  N1 1.019
7 H -2.049 -2.035 1.958  C2 1.089
8 H -2.266 -1.522 0.282  C2 1.089
9 H -2.195 2.028 1.273  C3 1.084
10 H -2.508 0.840 -0.095  C3 1.082
11 H -1.235 0.173 2.635  C4 1.085
12 C 1.225 1.798 -0.246  C13 1.491, H16 1.085, H17 1.088, H18 1.092
13 C 1.331 0.698 -1.248  C12 1.491, C14 1.315, N15 1.476
14 C 1.210 0.756 -2.557  C13 1.315, H19 1.082, H20 1.077
15 N 1.629 -0.604 -0.623  C13 1.476, H21 1.142, H22 1.020, H23 1.020
16 H 0.976 2.736 -0.732  C12 1.085
17 H 0.468 1.549 0.493  C12 1.088
18 H 2.190 1.943 0.246  C12 1.092
19 H 1.336 -0.124 -3.175  C14 1.082
20 H 0.979 1.696 -3.028  C14 1.077
21 H 0.737 -1.053 -0.069  N15 1.142
22 H 2.390 -0.486 0.046  N15 1.020
23 H 1.937 -1.278 -1.325  N15 1.020

***

(ii)
Density functional theory data (wB97M-V/def2-TZVPD) for 2 unconnected molecules or ions with the total composition C6H15N2.

Its charge is +1.

Each atom is followed by the atoms it is bonded to, with distances in Å.
Element x y z (Å)
1 C 0.536 1.942 -1.348  C2 1.526, H5 1.080, H6 1.095, H7 1.086
2 C 1.347 1.394 -0.177  C1 1.526, C3 1.367, C4 1.522
3 C 0.883 1.462 1.106  C2 1.367, H8 1.080, H9 1.077
4 C 2.699 0.781 -0.515  C2 1.522, H10 1.084, H11 1.118, H12 1.123
5 H 1.055 2.757 -1.829  C1 1.080
6 H -0.443 2.329 -1.050  C1 1.095
7 H 0.411 1.188 -2.119  C1 1.086
8 H 1.404 0.929 1.888  C3 1.080
9 H 0.090 2.130 1.398  C3 1.077
10 H 3.136 0.367 0.387  C4 1.084
11 H 3.388 1.556 -0.932  C4 1.118
12 H 2.581 0.003 -1.316  C4 1.123
13 C -1.475 -2.349 0.603  C14 1.363, N16 1.381, H17 1.109
14 C -1.958 -1.125 0.247  C13 1.363, N15 1.463, H18 1.106
15 N -1.166 -0.272 -0.637  C14 1.463, H19 1.029, H20 1.007, H21 1.000
16 N -2.096 -3.139 1.550  C13 1.381, H22 1.009, H23 1.042
17 H -0.569 -2.803 0.152  C13 1.109
18 H -2.856 -0.670 0.707  C14 1.106
19 H -0.511 0.225 -0.017  N15 1.029
20 H -0.642 -0.798 -1.316  N15 1.007
21 H -1.717 0.400 -1.130  N15 1.000
22 H -2.680 -2.640 2.205  N16 1.009
23 H -1.418 -3.664 2.143  N16 1.042

***

Top of the stability list: (i), leading by 52.3 kJ/mol.

***

(i)
Density functional theory data (wB97M-V/def2-TZVPD) for a gas-phase ion, C10H14BrN2O2 (charge +1).

Its charge is +1. The SMILES is Cc1c(C)[n+](=O)c2c(n1O)CCC[C@H]2Br.

Each atom is followed by the atoms it is bonded to, with distances in Å.
Element x y z (Å)
1 C 1.457 -2.869 0.804  C2 1.440, H16 1.165, H17 1.124, H18 1.027
2 C 0.907 -1.557 0.584  C1 1.440, C3 1.419, N9 1.328
3 C 1.825 -0.479 0.485  C2 1.419, C4 1.471, N5 1.395
4 C 3.255 -0.535 0.822  C3 1.471, H19 1.088, H20 1.150, H21 1.141
5 N 1.381 0.784 0.091  C3 1.395, O6 1.283, C7 1.359
6 O 2.197 1.774 0.108  N5 1.283
7 C 0.059 0.946 -0.176  N5 1.359, C8 1.410, C14 1.453
8 C -0.870 -0.113 -0.127  C7 1.410, N9 1.347, C11 1.474
9 N -0.343 -1.305 0.214  C2 1.328, C8 1.347, O10 1.440
10 O -1.244 -2.429 0.234  N9 1.440, H22 0.916
11 C -2.281 -0.011 -0.542  C8 1.474, C12 1.515, H23 1.148, H24 1.115
12 C -2.854 1.389 -0.467  C11 1.515, C13 1.549, H25 1.134, H26 1.136
13 C -1.817 2.336 -1.119  C12 1.549, C14 1.530, H27 1.059, H28 1.098
14 C -0.438 2.282 -0.458  C7 1.453, C13 1.530, Br15 2.054, H29 1.208
15 Br -0.362 3.186 1.385  C14 2.054
16 H 1.877 -3.213 -0.227  C1 1.165
17 H 0.793 -3.713 1.140  C1 1.124
18 H 2.238 -2.793 1.466  C1 1.027
19 H 3.549 -0.118 1.782  C4 1.088
20 H 3.819 0.238 0.184  C4 1.150
21 H 3.722 -1.549 0.583  C4 1.141
22 H -1.402 -2.777 -0.598  O10 0.916
23 H -2.224 -0.433 -1.608  C11 1.148
24 H -2.721 -0.724 0.194  C11 1.115
25 H -3.872 1.565 -0.936  C12 1.134
26 H -3.093 1.683 0.604  C12 1.136
27 H -1.673 2.179 -2.157  C13 1.059
28 H -2.205 3.362 -1.095  C13 1.098
29 H 0.322 2.893 -1.171  C14 1.208

***

(ii)
Density functional theory data (wB97M-V/def2-TZVPD) for a gas-phase ion, C10H14BrN2O2 (charge +1).

Its charge is +1.

Each atom is followed by the atoms it is bonded to, with distances in Å.
Element x y z (Å)
1 C -0.407 0.291 0.205  C2 1.320, N12 1.479
2 C 0.166 -0.878 -0.011  C1 1.320, C5 1.455, C10 1.589
3 C -2.690 0.205 0.757  O13 1.211, O14 1.356, Br15 1.987
4 C -2.121 -2.087 0.006  C10 1.492, N11 1.361, O14 1.320
5 C 1.599 -1.112 0.087  C2 1.455, C6 1.494, H16 1.095, H17 1.053
6 C 2.291 0.173 -0.230  C5 1.494, C9 1.512, H18 1.062, H19 1.080
7 C 1.879 2.670 -0.180  C8 1.507, C9 1.583, H20 1.137, H21 1.123
8 C 0.384 2.508 -0.285  C7 1.507, N12 1.430, H22 1.088, H23 1.115
9 C 1.904 1.330 0.663  C6 1.512, C7 1.583, N12 1.491, H24 1.059
10 C -0.773 -2.001 -0.628  C2 1.589, C4 1.492, H25 1.064, H26 1.012
11 N -2.781 -3.272 -0.105  C4 1.361, H27 0.993, H28 1.046
12 N 0.416 1.434 0.657  C1 1.479, C8 1.430, C9 1.491, H29 1.060
13 O -2.769 0.772 1.825  C3 1.211
14 O -2.848 -1.124 0.542  C3 1.356, C4 1.320
15 Br -3.230 1.010 -0.977  C3 1.987
16 H 2.023 -1.433 1.044  C5 1.095
17 H 2.015 -1.676 -0.698  C5 1.053
18 H 3.351 0.153 -0.273  C6 1.062
19 H 2.144 0.459 -1.261  C6 1.080
20 H 2.325 2.489 -1.210  C7 1.137
21 H 2.204 3.548 0.439  C7 1.123
22 H -0.221 3.334 0.083  C8 1.088
23 H 0.041 2.263 -1.317  C8 1.115
24 H 2.411 1.438 1.587  C9 1.059
25 H -0.299 -2.953 -0.609  C10 1.064
26 H -0.964 -1.858 -1.612  C10 1.012
27 H -2.442 -4.034 -0.645  N11 0.993
28 H -3.611 -3.283 0.532  N11 1.046
29 H 0.004 1.634 1.614  N12 1.060

***

Top of the stability list: (i), leading by 69.1 kJ/mol.